# 1
ORCA calculation (ωB97M-V/def2-TZVPD) on 2 unconnected molecules or ions with the total composition C2H3IO2S in a non-equilibrium geometry.

## Properties
Highest occupied orbital energy (spin up / spin down)   -9.4215 / -9.4206 eV
Gap between HOMO and LUMO (spin up / spin down)   8.71 / 8.71 eV
ΔE to the lowest compared entry with this formula, charge and spin   3.856 eV
Net charge   0
Total energy   -25147.855 eV

CARTESIAN COORDINATES (ANGSTROEM)
C  0.3704  -0.1718  1.0398
C  -1.1868  -0.5014  -0.6084
O  2.5666  1.2455  0.6979
O  1.5464  0.1791  -1.2771
S  1.4902  0.5778  0.1162
I  -3.0709  -0.5485  0.2902
H  -0.1976  0.3801  1.7509
H  -0.7503  -1.4256  -0.8658
H  -0.7680  0.2648  -1.1438

Atoms 1-6, force components in eV/Å:
C -1.870 -0.039 -3.817
C 1.584 -0.938 4.220
O 2.105 1.549 1.052
O 0.144 0.386 0.912
S -2.555 -2.478 -1.059
I 0.648 0.195 -0.507

=====

# 2
ORCA calculation (ωB97M-V/def2-TZVPD) on 2 unconnected molecules or ions with the total composition C2H3IOS in a non-equilibrium geometry.

## Properties
Highest occupied orbital energy   -8.1832 eV
Gap between HOMO and LUMO   7.32 eV
ΔE to the lowest compared entry with this formula, charge and spin   2.385 eV
Net charge   0
Total energy   -23103.415 eV
SMILES   OC=C=S.I

CARTESIAN COORDINATES (ANGSTROEM)
O  -1.7590  0.7910  -0.2605
C  -0.7966  -0.1287  0.1477
C  -0.9175  -1.4289  0.0814
S  -0.6545  -2.9769  0.1761
H  -2.3725  0.4572  -0.8194
H  0.0963  0.4192  0.5712
I  3.6516  0.8275  -0.1331
H  2.7523  2.0397  0.2365

Atoms 1-6, force components in eV/Å:
O 3.395 1.698 2.936
C -0.328 1.573 -0.137
C 1.436 -0.694 0.638
S -0.560 0.566 -0.264
H -2.878 -1.968 -2.679
H -1.046 -1.179 -0.496

=====

# 3
ORCA calculation (ωB97M-V/def2-TZVPD) on C2H3IS in the gas phase in a non-equilibrium geometry.

## Properties
Highest occupied orbital energy (spin up / spin down)   -9.0999 / -8.3000 eV
Gap between HOMO and LUMO (spin up / spin down)   8.26 / 6.35 eV
ΔE to the lowest compared entry with this formula, charge and spin   2.919 eV
Net charge   0
Total energy   -21054.556 eV
SMILES   CC(=S)I

CARTESIAN COORDINATES (ANGSTROEM)
C  0.6571  0.3682  0.0225
C  -0.6803  -0.2051  0.0472
S  -0.5829  -2.4446  -0.0309
I  -2.4477  0.7964  -0.0331
H  1.0751  0.2566  -0.9837
H  1.3080  -0.1975  0.6885
H  0.6707  1.4259  0.2894

Atoms 1-6, force components in eV/Å:
C 0.416 0.489 -0.009
C -0.205 -5.610 -0.197
S -0.525 5.241 0.198
I 0.336 -0.222 0.004
H -0.011 0.062 -0.015
H -0.002 0.018 0.019

=====

# 4
ORCA calculation (ωB97M-V/def2-TZVPD) on a molecular structure, C2H3IS2 in a non-equilibrium geometry.

## Properties
Highest occupied orbital energy (spin up / spin down)   -8.2645 / -7.9961 eV
Gap between HOMO and LUMO (spin up / spin down)   8.05 / 7.37 eV
ΔE to the lowest compared entry with this formula, charge and spin   4.534 eV
Net charge   0
Total energy   -31888.651 eV

CARTESIAN COORDINATES (ANGSTROEM)
C  -0.5951  -1.3046  -0.1098
C  -0.1121  1.5948  0.0449
S  0.8332  -1.6649  -1.1404
S  0.7795  -1.6267  0.9339
I  1.9081  1.2464  -0.1084
H  -1.5752  -1.8796  0.0558
H  -0.4893  1.3818  0.9888
H  -0.7491  2.2528  -0.6648

Atoms 1-6, force components in eV/Å:
C 0.250 -0.757 0.330
C -0.365 0.757 -2.376
S -1.485 -0.472 0.200
S -0.565 -0.392 0.191
I -0.417 1.411 -0.225
H 1.557 1.002 -0.742

=====

> Which formula does entry 4 have?

C2H3IS2

=====

> Which formula does entry 1 have?

C2H3IO2S

=====

> What is the net charge in the second record?

0